{
  "formula": "C84H210N14O28",
  "method": "the ωB97M-V functional and the def2-TZVPD basis",
  "homo_lumo_gap_ev": 8.54,
  "e_above_lowest_kcal_mol": 125.1,
  "e_homo_ev": -8.02,
  "energy_ev": -168681.5602,
  "elements": ["O", "O", "O", "O", "O", "O", "O", "O", "O", "O", "O", "O", "O", "O", "O", "O", "O", "O", "O", "O", "O", "O", "O", "O", "O", "O", "O", "O", "N", "N", "N", "N", "N", "N", "N", "N", "N", "N", "N", "N", "N", "N", "C", "C", "C", "C", "C", "C", "C", "C", "C", "C", "C", "C", "C", "C", "C", "C", "C", "C", "C", "C", "C", "C", "C", "C", "C", "C", "C", "C", "C", "C", "C", "C", "C", "C", "C", "C", "C", "C", "C", "C", "C", "C", "C", "C", "C", "C", "C", "C", "C", "C", "C", "C", "C", "C", "C", "C", "C", "C", "C", "C", "C", "C", "C", "C", "C", "C", "C", "C", "C", "C", "C", "C", "C", "C", "C", "C", "C", "C", "C", "C", "C", "C", "C", "C", "H", "H", "H", "H", "H", "H", "H", "H", "H", "H", "H", "H", "H", "H", "H", "H", "H", "H", "H", "H", "H", "H", "H", "H", "H", "H", "H", "H", "H", "H", "H", "H", "H", "H", "H", "H", "H", "H", "H", "H", "H", "H", "H", "H", "H", "H", "H", "H", "H", "H", "H", "H", "H", "H", "H", "H", "H", "H", "H", "H", "H", "H", "H", "H", "H", "H", "H", "H", "H", "H", "H", "H", "H", "H", "H", "H", "H", "H", "H", "H", "H", "H", "H", "H", "H", "H", "H", "H", "H", "H", "H", "H", "H", "H", "H", "H", "H", "H", "H", "H", "H", "H", "H", "H", "H", "H", "H", "H", "H", "H", "H", "H", "H", "H", "H", "H", "H", "H", "H", "H", "H", "H", "H", "H", "H", "H", "H", "H", "H", "H", "H", "H", "H", "H", "H", "H", "H", "H", "H", "H", "H", "H", "H", "H", "H", "H", "H", "H", "H", "H", "H", "H", "H", "H", "H", "H", "H", "H", "H", "H", "H", "H", "H", "H", "H", "H", "H", "H", "H", "H", "H", "H", "H", "H", "H", "H", "H", "H", "H", "H", "H", "H", "H", "H", "H", "H", "H", "H", "H", "H", "H", "H", "H", "H", "H", "H", "H", "H", "H", "H", "H", "H", "H", "H", "H", "H", "H", "H", "H", "H"],
  "coordinates": [[-6.527, 6.158, 0.822], [1.707, 5.588, 3.493], [3.410, 2.345, 3.867], [6.990, -5.048, -2.753], [-1.647, -7.381, -8.140], [6.116, -1.419, 0.325], [3.430, -7.887, 3.190], [0.726, 6.093, -1.258], [10.358, -4.172, -0.468], [-5.270, 4.554, 5.108], [5.188, 3.354, -1.521], [0.357, -5.609, -0.309], [5.282, -3.942, 3.615], [-5.809, 4.448, -3.646], [1.355, 2.118, -4.299], [-0.393, 1.537, 6.468], [-2.431, -2.892, -3.186], [2.359, -1.478, 1.187], [-2.331, 8.031, 2.112], [-6.223, 0.157, -2.610], [-5.220, 0.764, 2.927], [-1.478, 6.416, -4.810], [-2.104, 3.152, 0.316], [2.743, -4.420, -4.546], [-2.135, -2.543, 3.436], [-4.326, -5.397, -0.743], [1.880, -3.439, 6.145], [-2.434, 2.596, -6.516], [-0.261, 0.072, 1.119], [-1.159, 5.683, 3.522], [2.496, -7.589, 0.488], [0.966, 0.774, 4.083], [-1.586, 0.468, -5.003], [-0.144, -4.637, 4.129], [6.157, -1.128, 3.277], [2.705, 3.770, -0.288], [-7.477, 5.425, 3.401], [-3.516, -2.761, -0.526], [0.904, -5.120, -6.827], [-4.331, 6.784, -4.954], [-6.885, 0.530, 0.379], [8.175, -6.225, -0.593], [2.300, 0.169, 3.907], [2.843, -2.715, 6.794], [-3.230, -1.816, -2.802], [-2.936, 3.651, -0.734], [-1.594, 1.875, 0.009], [6.762, -0.320, 0.924], [5.982, 2.689, -2.516], [-0.244, 6.319, -5.597], [1.196, -5.160, 4.508], [-2.369, 5.705, 2.701], [0.372, -6.313, -7.395], [-5.103, 1.577, 1.720], [-3.048, -7.269, -8.422], [6.420, -2.005, 4.444], [-2.834, 9.380, 2.302], [0.799, -0.062, 0.058], [-4.201, 4.884, 5.942], [-6.542, 4.810, 5.628], [9.629, -2.997, -0.852], [2.371, -5.101, -6.845], [3.881, -8.811, 2.157], [2.883, -3.424, -3.547], [-4.854, 1.482, 4.098], [3.505, -8.325, 4.520], [-3.210, -1.502, -1.221], [-8.225, 4.974, 2.187], [2.199, 2.407, -3.201], [-4.341, -6.675, -0.140], [5.184, -5.305, 3.174], [3.127, 1.183, 3.126], [-0.123, -3.730, 2.968], [3.346, -2.499, 1.225], [-4.947, -3.075, -0.443], [2.266, -4.148, 4.958], [7.285, -0.896, 2.281], [-0.461, 6.489, -1.927], [-0.179, 0.375, -5.496], [0.591, 4.980, -0.385], [-3.463, 7.813, -4.312], [-0.994, -2.642, -3.088], [-1.417, 2.351, 7.125], [0.896, 4.562, 4.109], [-1.189, -6.147, -7.619], [9.679, -4.710, 0.700], [2.949, -3.990, -5.883], [-1.870, 2.884, -5.199], [9.145, -6.129, 0.532], [6.153, -5.589, -1.743], [-3.141, 7.015, 2.789], [-5.112, -4.496, 0.061], [6.816, -5.623, -4.080], [-2.066, 7.727, -4.956], [1.871, 4.724, 0.444], [-6.069, 0.796, -3.912], [1.426, -1.470, 0.096], [-7.481, 0.382, -1.988], [1.065, -6.462, -1.202], [-1.041, -5.492, -0.617], [-7.942, 5.999, 1.041], [4.923, 2.694, -0.320], [-5.441, 0.658, 0.477], [-1.551, -3.380, 2.481], [-6.390, 5.454, -4.485], [-7.533, -0.294, -0.633], [-1.959, 1.686, -4.265], [6.911, -5.568, -0.337], [-5.653, 6.840, -4.327], [-3.218, -1.745, 2.897], [0.001, -0.174, 4.701], [-7.567, 4.480, 4.508], [4.560, 2.235, 4.748], [2.532, -6.629, -0.632], [3.972, 3.604, 0.429], [-2.545, 3.706, -7.368], [-0.949, 0.721, 5.429], [-0.513, 4.421, 3.410], [6.611, -3.546, 4.023], [0.969, 0.696, -4.476], [-6.169, 7.371, 0.258], [2.887, 5.965, 4.194], [-0.814, 1.376, 1.219], [5.713, -1.055, -1.017], [-5.900, 4.619, -2.265], [3.880, -8.105, 0.764], [0.959, -5.890, 5.282], [-3.462, -1.037, 3.688], [-0.913, 5.645, -2.447], [-6.200, 5.219, -5.532], [-3.446, -8.219, -8.778], [7.619, -0.042, 0.311], [-2.035, -4.327, 2.241], [-7.233, 0.282, 1.294], [-1.728, 4.423, -7.287], [0.321, -4.148, 2.064], [-5.134, 7.491, -0.062], [-2.422, 1.230, -0.283], [-4.775, -4.453, 1.097], [5.294, -6.009, 4.000], [2.201, -2.618, -3.817], [-5.627, 7.143, -3.280], [1.517, 0.755, 0.124], [-1.402, 8.471, -4.517], [-4.071, 6.864, 2.240], [-3.527, 4.494, -0.374], [8.636, -5.938, -1.444], [9.046, -4.012, 1.248], [-5.070, 1.052, -0.469], [2.479, -3.046, -6.158], [4.336, 1.782, -0.434], [5.497, -1.551, 2.641], [0.702, 0.266, -3.510], [-3.826, 1.825, 4.220], [-3.891, -0.680, -0.997], [-4.167, 5.922, 6.274], [0.140, 4.141, -0.915], [-5.025, 0.861, 4.978], [6.230, -6.067, 0.352], [-2.069, 0.599, -5.881], [4.276, -8.792, 0.016], [3.004, -3.494, 1.512], [-4.933, -0.259, 0.777], [7.915, -0.108, 2.694], [-4.283, -1.970, -3.038], [-5.012, 0.595, -4.087], [-0.321, 4.107, 2.384], [3.201, -4.651, 5.203], [6.010, 0.459, 1.051], [-1.578, -4.823, 0.057], [-8.120, -0.237, -2.618], [-3.311, -6.536, -9.184], [-1.709, -5.876, -6.700], [2.605, -3.771, -2.552], [-2.988, 4.854, 2.985], [-6.135, -4.865, 0.128], [4.400, -8.916, 4.714], [7.279, -3.518, 3.163], [-8.429, 6.937, 1.308], [-2.188, 7.984, -6.008], [5.849, -5.308, -4.473], [-3.329, 4.598, 5.355], [3.367, -3.395, 7.466], [-1.066, 3.678, 3.985], [-3.385, 7.699, -3.231], [3.766, 3.174, 1.409], [-8.345, 5.588, 0.115], [7.637, -5.340, -4.739], [-7.727, 1.444, -1.963], [5.960, 3.286, -3.428], [-2.217, 5.458, 1.651], [7.117, -4.571, 0.053], [1.632, 2.396, -2.271], [0.018, -0.614, -5.911], [-7.476, 5.459, -4.400], [-6.452, 8.088, 1.029], [-1.024, 1.962, -0.916], [-3.588, -7.096, -7.490], [-1.191, -5.142, -1.638], [0.711, 4.674, 5.178], [-0.568, -4.127, 4.891], [-9.272, 4.886, 2.476], [-2.004, 1.694, 7.766], [3.642, -7.552, 5.276], [-0.877, 3.176, 7.590], [-2.127, 2.887, 6.495], [1.492, -5.746, 3.637], [2.537, 1.473, 2.257], [-2.218, 3.826, -4.776], [2.960, 4.190, -1.171], [5.906, 2.543, 0.128], [0.280, 0.035, -0.896], [-1.561, -6.450, -0.587], [4.555, 1.315, 5.331], [-0.594, -2.552, -2.078], [-6.483, 5.357, 3.236], [0.117, 5.294, -5.685], [10.427, -4.796, 1.489], [-5.270, 5.366, -1.783], [-0.792, 3.032, -5.259], [4.877, -9.182, 2.396], [2.649, -4.893, -7.878], [0.699, -2.282, 0.084], [-5.586, -2.951, -1.318], [-7.427, 3.498, 4.055], [-4.102, 4.262, 6.832], [-3.719, -6.749, 0.752], [2.663, -8.999, 4.680], [-6.877, 4.820, -1.824], [9.575, -2.336, 0.013], [4.941, -0.287, -1.079], [-1.467, -2.920, 1.497], [-3.863, 8.809, -4.504], [-5.225, -2.413, 0.377], [8.739, -6.444, 1.493], [-0.448, -3.483, -3.515], [-6.613, 5.873, 5.859], [-0.626, -0.788, 4.054], [4.190, -5.525, 2.785], [6.585, -0.672, -1.546], [-2.202, 10.129, 1.825], [2.273, -1.976, 7.357], [-3.322, 7.300, 3.826], [-1.585, 1.276, 4.739], [0.324, 0.042, 1.942], [0.196, -2.769, 3.371], [-0.156, 5.380, 0.302], [-2.194, -1.336, -0.862], [-6.243, 7.574, -4.875], [-4.032, -2.375, 2.536], [2.563, 3.432, -3.263], [3.208, -9.668, 2.136], [1.367, 3.586, 3.991], [3.439, 6.638, 3.538], [2.638, 6.496, 5.112], [4.018, -3.844, -6.038], [-7.913, 4.004, 1.800], [2.725, 0.045, 4.903], [2.745, -6.053, -6.469], [-2.999, -0.892, -3.332], [-1.179, 6.879, -1.205], [2.101, -7.194, 1.329], [-5.409, 2.419, 4.146], [-1.601, -0.037, 5.862], [-0.566, 6.445, 3.228], [-5.632, 3.653, -1.837], [-2.974, 9.694, 3.336], [-3.691, 2.905, -0.982], [-6.599, 0.123, -4.586], [-6.700, 4.170, 6.496], [3.002, -5.692, -0.330], [-3.732, 9.437, 1.686], [5.543, -1.986, 5.091], [5.170, -5.118, -1.734], [6.990, 2.453, -2.174], [-8.584, 4.574, 4.889], [2.172, -0.763, 3.356], [-2.932, 1.621, -3.778], [0.855, -6.499, -8.354], [-7.155, -1.314, -0.707], [7.284, -1.653, 5.008], [2.383, 5.648, 0.712], [0.062, 2.019, 1.302], [5.990, -6.637, -1.996], [4.607, -7.295, 0.700], [-6.850, 7.589, -0.565], [-0.737, -1.797, -3.728], [-1.209, 1.808, -3.484], [-3.434, 4.259, -7.063], [8.715, -3.323, -1.348], [0.032, 1.054, -6.323], [0.499, -0.801, 5.441], [-5.307, -7.094, 0.144], [-2.910, -1.118, 2.060], [0.483, -4.863, -5.945], [4.546, 3.153, 5.336], [4.452, 4.564, 0.619], [2.516, -3.456, 4.154], [3.872, -2.980, -3.438], [-1.331, -5.332, -8.330], [7.955, -1.737, 2.100], [-4.060, 1.877, 1.827], [4.052, -2.175, 1.990], [3.875, -2.634, 0.281], [3.477, -2.261, 6.033], [-3.864, 5.909, -4.759], [3.062, 1.747, -3.110], [0.528, -7.400, -1.343], [3.208, -6.933, -1.431], [6.768, -6.712, -4.056], [-3.187, -3.551, -1.062], [-0.289, 7.331, -2.598], [1.571, 4.102, 1.287], [-1.420, 1.473, 2.119], [-2.780, 3.502, -8.413], [6.917, -4.151, 4.877], [-6.276, 1.866, -3.942], [0.539, -7.177, -6.752], [1.049, 1.461, 4.819], [1.857, 0.138, -4.772], [10.150, -2.421, -1.617], [-0.515, 6.552, -6.627], [-2.306, 3.981, -1.560], [5.950, -5.446, 2.412], [1.156, -6.019, -2.194], [2.011, -1.475, -0.824], [4.032, 0.745, 2.705], [-8.601, -0.435, -0.465], [5.432, 1.785, -2.779], [10.026, -6.732, 0.310], [3.499, 5.135, 4.549], [0.520, 7.043, -5.313], [5.291, -1.909, -1.546], [-5.843, 2.377, 1.735], [-3.974, -7.417, -0.850], [5.505, 2.211, 4.205]]
}